{"formula": "C46H56F5N4O2S3SiY", "method": "the ωB97M-V functional and the def2-TZVPD basis", "homo_ha": -0.2434, "e_tot_ev": -113685.01901, "e_above_lowest_kj_mol": 15.8, "homo_lumo_gap_ev": 5.965, "species": ["Y", "C", "C", "C", "C", "N", "C", "C", "C", "C", "C", "C", "N", "C", "C", "C", "C", "C", "N", "H", "H", "H", "H", "H", "H", "H", "H", "H", "H", "H", "S", "C", "N", "C", "C", "C", "C", "C", "C", "S", "H", "H", "H", "H", "C", "C", "C", "C", "Si", "C", "C", "C", "C", "C", "C", "C", "C", "H", "H", "H", "H", "H", "H", "H", "H", "H", "H", "H", "H", "H", "H", "H", "H", "H", "H", "H", "H", "H", "H", "H", "H", "H", "H", "H", "F", "C", "C", "F", "C", "F", "C", "O", "C", "F", "C", "F", "C", "C", "C", "S", "O", "C", "C", "C", "H", "H", "H", "H", "H", "H", "H", "H", "H", "H", "H", "H", "H", "H"], "coordinates": [[-0.11348, 0.70180, 0.19603], [-1.20366, 2.25971, 4.64874], [-0.08183, 2.97247, 5.03671], [1.09104, 2.82921, 4.31589], [1.09802, 1.97033, 3.22403], [-0.00214, 1.34039, 2.81168], [-1.12470, 1.47749, 3.50974], [2.34448, 1.55117, 2.52288], [3.61209, 1.96453, 2.90877], [4.71103, 1.35517, 2.32868], [4.52219, 0.31530, 1.43719], [3.22265, -0.03496, 1.09299], [2.17097, 0.62189, 1.57930], [2.89434, -1.20035, 0.22397], [3.84095, -2.15093, -0.13574], [3.43594, -3.25228, -0.87001], [2.09913, -3.38175, -1.20601], [1.22538, -2.38376, -0.81447], [1.61388, -1.31097, -0.13163], [-2.13261, 2.32652, 5.19734], [-0.11559, 3.62898, 5.89605], [1.98167, 3.36384, 4.61195], [-1.98128, 0.93225, 3.13349], [3.74300, 2.73223, 3.65636], [5.71155, 1.66835, 2.59599], [5.36962, -0.19983, 1.01074], [4.87340, -2.04697, 0.16314], [4.15477, -4.00716, -1.16063], [1.73223, -4.23757, -1.75488], [0.16909, -2.45019, -1.05086], [-0.97569, -1.59684, 1.74115], [-2.13533, -1.60902, 0.49691], [-2.16711, -0.74625, -0.50497], [-3.31611, -0.93673, -1.28561], [-3.77904, -0.13391, -2.32773], [-4.96277, -0.45407, -2.96860], [-5.70856, -1.57326, -2.60246], [-5.28159, -2.37155, -1.55683], [-4.10273, -2.03604, -0.90489], [-3.41297, -2.79537, 0.49144], [-3.25374, 0.76343, -2.60338], [-5.32161, 0.19147, -3.76033], [-6.63173, -1.80453, -3.11744], [-5.86302, -3.22623, -1.23556], [-1.25762, 1.93800, -3.22102], [0.24457, 2.10231, -3.44372], [0.74069, 0.70181, -3.77750], [0.45460, 2.99187, -4.67038], [1.10053, 2.64554, -1.75367], [0.61165, 4.51332, -1.39121], [1.32819, 5.59492, -2.20759], [-0.89625, 4.70807, -1.59960], [0.88356, 4.78900, 0.09696], [3.06013, 2.59182, -2.03383], [3.55090, 1.13823, -2.10396], [3.62766, 3.30214, -3.26957], [3.71510, 3.21665, -0.79291], [-1.72215, 1.44215, -4.08602], [-1.77839, 2.87834, -3.05907], [-1.45022, 1.30253, -2.35318], [0.20180, 0.31109, -4.65284], [-0.13498, -0.83841, -2.91636], [1.80145, 0.70920, -4.02686], [-0.04943, 2.55797, -5.54541], [1.50591, 3.12045, -4.92494], [0.02844, 3.98376, -4.51557], [1.22029, 5.44868, -3.28412], [2.39436, 5.64041, -1.98007], [0.90682, 6.57917, -1.96478], [-1.15779, 4.75236, -2.65829], [-1.21172, 5.65741, -1.14861], [-1.48280, 3.91381, -1.13311], [1.94862, 4.83326, 0.32664], [0.43900, 4.02099, 0.73214], [0.44772, 5.75309, 0.38895], [3.43805, 0.70226, -3.09579], [3.00481, 0.49891, -1.41853], [4.61902, 1.08372, -1.85209], [3.34376, 2.78825, -4.18960], [4.72559, 3.29437, -3.22831], [3.30997, 4.34026, -3.35377], [3.30983, 2.80452, 0.13669], [3.58268, 4.29826, -0.76266], [4.79553, 3.02104, -0.80292], [-5.45536, 6.06890, 1.43569], [-4.53631, 5.10897, 1.27582], [-4.78431, 4.02409, 0.45432], [-5.95307, 3.93276, -0.18838], [-3.83046, 3.03850, 0.29193], [-4.10313, 2.01310, -0.52836], [-2.58065, 3.07620, 0.92654], [-1.67523, 2.15948, 0.74385], [-2.37422, 4.18881, 1.75934], [-1.20673, 4.31559, 2.41304], [-3.32051, 5.18111, 1.92960], [-3.05880, 6.21962, 2.73221], [-2.39749, -1.26155, -6.52200], [-2.74742, -2.70210, -6.17323], [-2.82450, -2.96375, -4.67326], [-1.27417, -2.71469, -3.77145], [0.55090, -0.20129, -2.67173], [-0.22310, -3.98595, -4.54024], [0.77350, -3.44965, -5.56356], [1.92270, -2.69543, -4.90647], [-2.36707, -1.11439, -7.60215], [-1.42346, -0.98502, -6.11419], [-3.13510, -0.57409, -6.10539], [-2.02598, -3.38497, -6.63119], [-3.72098, -2.96056, -6.60060], [-3.16913, -3.97759, -4.46435], [-3.52807, -2.27609, -4.20084], [-0.89746, -4.72229, -4.97994], [0.31430, -4.48978, -3.73414], [0.25117, -2.79990, -6.26945], [1.16891, -4.29171, -6.13981], [1.55434, -1.90234, -4.25481], [2.57879, -2.24083, -5.64944], [2.52661, -3.36978, -4.29390]], "forces_ev_per_angstrom": [[-0.63, -0.19, 0.77], [0.00, 0.00, 0.02], [-0.02, 0.00, -0.01], [0.03, -0.03, -0.01], [-0.02, -0.03, 0.03], [0.00, 0.17, -0.20], [0.01, -0.01, -0.01], [0.02, 0.01, -0.02], [0.00, 0.01, -0.01], [0.01, 0.00, 0.01], [-0.01, -0.01, -0.03], [0.03, 0.04, -0.07], [-0.16, 0.02, -0.11], [-0.01, -0.02, 0.05], [0.00, -0.02, 0.02], [-0.01, 0.01, 0.00], [0.01, -0.01, 0.02], [0.00, 0.00, -0.04], [-0.15, 0.24, -0.19], [0.00, 0.00, 0.00], [0.00, 0.00, 0.00], [0.00, -0.01, 0.01], [-0.01, 0.02, -0.01], [0.00, 0.00, 0.00], [0.00, 0.00, 0.00], [0.00, 0.00, 0.00], [0.00, 0.00, 0.01], [0.00, 0.00, 0.00], [0.01, 0.01, 0.01], [-0.01, 0.01, -0.01], [0.11, 0.08, 0.00], [0.11, -0.01, -0.08], [-0.03, 0.00, 0.08], [-0.05, -0.06, -0.02], [0.06, 0.01, -0.04], [0.00, 0.01, -0.02], [0.00, -0.01, 0.02], [-0.01, 0.00, -0.03], [0.03, -0.02, -0.03], [0.00, 0.01, -0.02], [0.00, -0.04, 0.00], [0.01, 0.00, 0.00], [0.00, 0.00, 0.00], [0.01, 0.00, 0.00], [-0.09, 0.05, 0.05], [-0.06, 0.03, 0.05], [0.07, 0.03, 0.01], [0.02, -0.05, 0.00], [0.28, 0.21, -0.01], [0.06, -0.01, 0.04], [0.00, 0.01, 0.04], [0.00, -0.01, 0.01], [0.03, 0.01, 0.00], [-0.01, 0.01, -0.08], [0.01, 0.01, 0.03], [0.02, 0.00, 0.00], [-0.02, 0.01, -0.02], [0.04, 0.00, -0.03], [0.00, -0.05, -0.03], [0.00, 0.07, 0.01], [-0.04, -0.01, 0.03], [-0.04, 0.01, -0.12], [-0.02, -0.03, -0.03], [0.00, 0.01, 0.00], [-0.03, 0.00, -0.01], [-0.01, 0.00, 0.01], [-0.01, 0.00, 0.01], [-0.02, 0.01, -0.01], [0.00, 0.00, 0.00], [0.01, 0.02, 0.00], [0.01, 0.01, -0.01], [0.03, 0.05, -0.05], [-0.02, -0.01, 0.00], [-0.04, 0.01, 0.02], [0.00, -0.01, 0.00], [0.03, 0.02, -0.01], [-0.03, -0.05, 0.04], [0.00, -0.01, -0.01], [0.03, 0.00, 0.02], [0.00, 0.00, 0.00], [0.02, -0.03, -0.01], [0.00, 0.01, -0.01], [0.01, -0.02, 0.00], [0.00, 0.00, 0.00], [-0.01, -0.01, 0.01], [0.01, 0.00, 0.00], [-0.01, 0.00, -0.01], [0.00, 0.01, 0.00], [0.05, -0.06, -0.01], [-0.02, 0.05, 0.04], [-0.07, 0.15, 0.13], [0.56, -0.50, -0.47], [0.01, -0.07, -0.01], [0.00, 0.01, 0.00], [-0.02, 0.01, -0.01], [0.00, -0.01, 0.00], [0.02, -0.03, 0.01], [0.00, 0.01, 0.01], [0.01, 0.08, -0.05], [0.04, -0.17, 0.16], [-0.06, 0.00, 0.21], [0.02, 0.03, -0.02], [-0.01, 0.01, 0.01], [0.02, 0.00, -0.05], [-0.01, 0.00, 0.01], [-0.02, 0.00, -0.01], [-0.02, 0.04, 0.01], [-0.01, -0.01, 0.00], [0.01, 0.01, 0.00], [0.01, -0.01, -0.01], [0.01, -0.01, 0.03], [0.00, 0.00, 0.00], [-0.02, -0.01, 0.01], [0.01, -0.01, 0.00], [0.00, 0.00, 0.00], [-0.01, 0.03, 0.03], [0.00, -0.01, 0.00], [0.00, 0.00, -0.01]], "lowdin_charge": [1.388, -0.037, -0.046, -0.001, -0.207, 0.037, -0.137, -0.194, 0.004, -0.033, 0.001, -0.209, 0.106, -0.229, 0.003, -0.037, -0.037, -0.139, 0.029, 0.114, 0.114, 0.107, 0.105, 0.110, 0.118, 0.111, 0.108, 0.114, 0.103, 0.085, 0.539, -1.167, -0.061, -0.315, -0.044, -0.094, -0.102, -0.095, -0.481, 1.026, 0.073, 0.108, 0.103, 0.107, -0.116, -0.567, -0.261, -0.072, 0.812, -0.624, -0.102, -0.106, -0.122, -0.614, -0.113, -0.097, -0.117, 0.091, 0.068, 0.028, 0.117, -0.029, 0.096, 0.084, 0.060, 0.068, 0.066, 0.059, 0.084, 0.069, 0.088, 0.051, 0.057, 0.039, 0.087, 0.066, 0.031, 0.085, 0.060, 0.084, 0.058, 0.050, 0.059, 0.082, 0.110, -0.151, -0.144, 0.117, -0.134, 0.109, -0.299, -0.249, -0.142, 0.088, -0.145, 0.113, -0.111, -0.305, -0.464, 0.911, -0.184, -0.458, -0.305, -0.103, 0.074, 0.041, 0.073, 0.092, 0.110, 0.081, 0.045, 0.077, 0.058, 0.091, 0.108, 0.044, 0.078, 0.069]}